1.
Entry from the OMol25 dataset: a cluster of 2 separate species, C15H18O in total (wB97M-V/def2-TZVPD).

```
! RIJCOSX wB97M-V def2-TZVPD def2/J DEFGRID3
* xyz 0 1
C -3.327 -1.316 0.761
C -4.828 -0.975 0.875
C -2.495 -0.445 -0.130
C -2.491 -0.528 -1.515
C -1.613 0.488 0.425
C -1.614 0.220 -2.294
C -0.872 1.396 -0.296
C -0.768 1.136 -1.666
O 0.083 1.964 -2.354
H -2.922 -1.434 1.764
H -3.306 -2.291 0.310
H -5.460 -1.701 0.397
H -3.143 -1.193 -2.061
H -1.541 0.582 1.505
H -1.350 0.123 -3.345
H -0.242 2.187 0.083
H 0.207 1.627 -3.255
H -5.060 0.045 0.561
H -5.135 -0.815 1.916
C 1.723 -1.072 1.881
C 3.569 0.069 -1.204
C 2.717 -0.611 -0.329
C 4.395 1.033 -0.664
C 2.677 -0.292 1.011
C 4.331 1.387 0.673
C 3.424 0.770 1.518
H 3.477 -0.105 -2.267
H 1.988 -1.229 -0.814
H 5.092 1.587 -1.281
H 5.048 2.134 0.999
H 0.719 -0.655 1.971
H 2.072 -1.235 2.905
H 3.109 1.215 2.450
H 1.536 -2.065 1.468
*
```

The calculation puts the max |F| at 1.85 eV/A. The total energy is -17893.727 eV. Its SMILES is CCc1ccc(O)cc1.Cc1ccccc1. The value obtained for the frontier orbital gap is 0.335 Eh. For the LUMO energy, the calculation gives 0.76 eV.



2.
Entry from the OMol25 dataset: a structure of composition C9H12ClNO2 (wB97M-V/def2-TZVPD).

```
! RIJCOSX wB97M-V def2-TZVPD def2/J DEFGRID3
* xyz 0 1
C 2.307 2.729 0.449
C 1.061 1.087 -0.571
C 0.149 -0.087 -0.269
C 0.599 -1.423 0.164
C 2.129 -1.543 0.617
C -0.451 -2.324 0.496
C -2.107 -0.796 0.028
C -3.586 -0.626 -0.126
C -1.199 0.131 -0.370
H 1.538 3.522 0.160
H 2.883 2.726 1.441
H 2.887 2.429 -0.579
H 0.681 1.944 -1.377
H 2.012 0.541 -1.003
H 2.324 -0.731 1.421
H 2.312 -2.464 1.173
H -0.045 -3.378 0.718
H -4.094 -1.688 -0.419
H -3.892 -0.084 0.935
H -3.984 0.259 -1.079
H -2.773 1.032 -1.284
N -1.744 -2.103 0.385
O 1.505 1.488 0.756
O -1.824 1.232 -0.850
Cl 3.313 -1.873 -0.818
*
```

The calculation puts the max |F| at 5.09 eV/A. The total energy is -27630.220 eV. The value obtained for the frontier orbital gap is 0.340 Eh. For the LUMO energy, the calculation gives 0.24 eV.



3.
Entry from the OMol25 dataset: the ion C4H10N5O with charge +1 (wB97M-V/def2-TZVPD).

```
! RIJCOSX wB97M-V def2-TZVPD def2/J DEFGRID3
* xyz 1 3
C -0.024 -0.782 1.271
C 1.825 -0.097 0.153
C 0.087 1.348 -0.217
C -0.881 -0.517 0.157
N 1.268 -0.845 1.120
N 1.361 1.045 -0.190
N 2.983 -0.566 -0.513
N -0.735 -1.155 -1.072
N -2.371 -0.127 0.190
O -0.596 2.232 0.517
H -0.552 -0.848 2.331
H -0.378 1.417 -1.243
H 3.765 -0.928 0.048
H 3.214 0.171 -1.178
H -0.203 -2.101 -1.055
H -0.333 -0.665 -1.954
H -3.011 -0.821 0.710
H -2.850 -0.295 -0.729
H -2.562 0.810 0.562
H -0.006 2.723 1.092
*
```

The calculation puts the max |F| at 5.82 eV/A. The total energy is -13795.934 eV. The value obtained for the frontier orbital gap (alpha / beta) is 0.217 / 0.250 Eh. For the LUMO energy (alpha / beta), the calculation gives -3.49 / -6.54 eV.



4.
Entry from the OMol25 dataset: a structure of composition C4H4N2O (wB97M-V/def2-TZVPD).

```
! RIJCOSX wB97M-V def2-TZVPD def2/J DEFGRID3
* xyz 0 1
C -2.214 -0.145 -0.153
C -0.939 0.155 -0.068
C 1.119 -1.136 0.223
C -0.117 1.380 0.256
H -2.446 -1.256 -0.486
H -3.442 0.470 -0.065
H 1.453 -2.191 0.205
H -0.596 2.429 0.686
N 1.757 -0.083 -0.285
N 1.111 1.206 -0.155
O -0.268 -1.104 0.149
*
```

The calculation puts the max |F| at 6.60 eV/A. The total energy is -9234.573 eV. The value obtained for the frontier orbital gap is 0.309 Eh. For the LUMO energy, the calculation gives -0.24 eV.



Among the records above, which one has the highest max |F|?
C4H4N2O



Among the records above, which one has the highest total energy?
C4H4N2O